# 1
The following is a quantum chemistry calculation of an isolated molecule of C28H32N2O3S, from the Open Molecules 2025 dataset.

Output
Structure (SMILES): Cc1ccc(C)c(S(=O)(=O)NCc2ccc(C(=O)N3CCC(Cc4ccccc4)CC3)cc2)c1
Frontier orbital gap in eV: 9.771
Relative energy (zero: lowest compared OMol25 entry of this formula, charge and spin) in kcal per mole: 4.8

Geometry as ORCA input:
```
! RIJCOSX wB97M-V def2-TZVPD def2/J DEFGRID3
* xyz 0 1
C -3.147 0.416 8.707
C -3.395 1.236 7.479
C -4.156 2.399 7.540
C -4.396 3.157 6.409
C -3.885 2.786 5.169
C -4.126 3.609 3.948
C -3.129 1.623 5.119
S -2.418 1.049 3.582
O -1.672 -0.149 3.851
O -3.414 1.003 2.547
N -1.360 2.313 3.231
C -1.255 2.749 1.847
C -0.256 1.947 1.055
C 0.905 2.533 0.569
C 1.833 1.781 -0.128
C 1.613 0.425 -0.340
C 2.661 -0.404 -1.024
O 3.448 -1.080 -0.387
N 2.695 -0.318 -2.373
C 1.714 0.353 -3.190
C 0.951 -0.664 -4.042
C 1.925 -1.476 -4.898
C 1.179 -2.512 -5.754
C 2.107 -3.187 -6.723
C 2.610 -4.456 -6.471
C 3.492 -5.055 -7.354
C 3.884 -4.390 -8.503
C 3.386 -3.125 -8.765
C 2.505 -2.530 -7.881
C 2.950 -2.143 -3.979
C 3.658 -1.094 -3.125
C 0.461 -0.168 0.161
C -0.471 0.590 0.846
C -2.884 0.860 6.244
H -2.440 -0.382 8.501
H -4.078 -0.027 9.057
H -2.753 1.039 9.509
H -4.567 2.713 8.489
H -4.991 4.055 6.486
H -4.404 2.966 3.117
H -4.912 4.340 4.124
H -3.212 4.133 3.671
H -0.462 2.115 3.646
H -2.256 2.630 1.427
H -0.985 3.811 1.843
H 1.085 3.586 0.735
H 2.735 2.242 -0.504
H 1.024 0.909 -2.554
H 2.233 1.062 -3.848
H 0.234 -0.138 -4.675
H 0.395 -1.336 -3.385
H 2.455 -0.791 -5.571
H 0.385 -2.002 -6.305
H 0.717 -3.253 -5.099
H 2.307 -4.982 -5.577
H 3.874 -6.043 -7.144
H 4.572 -4.856 -9.192
H 3.685 -2.601 -9.662
H 2.115 -1.544 -8.093
H 3.688 -2.689 -4.569
H 2.443 -2.853 -3.323
H 4.331 -1.565 -2.406
H 4.234 -0.416 -3.766
H 0.297 -1.225 0.014
H -1.368 0.131 1.235
H -2.290 -0.033 6.129
*
```

# 2
The following is a quantum chemistry calculation of a cluster of 8 separate species, C28H33Cl2N7O4 in total in a non-equilibrium geometry, from the Open Molecules 2025 dataset.

Output
Structure (SMILES): C[N+](=O)[O-].C[N+](=O)[O-].c1ccncc1.c1ccncc1.c1ccncc1.c1ccncc1.c1ccncc1.ClCCl
Frontier orbital gap in eV: 10.022

Geometry as ORCA input:
```
! RIJCOSX wB97M-V def2-TZVPD def2/J DEFGRID3
* xyz 0 1
C -0.308 3.625 -1.205
N 1.165 3.425 -1.243
O 1.619 2.589 -1.997
O 1.838 4.152 -0.542
H -0.732 2.928 -0.478
H -0.661 3.319 -2.179
H -0.492 4.622 -0.825
C -3.168 1.054 3.657
N -2.788 1.393 5.051
O -3.625 1.967 5.725
O -1.674 1.107 5.423
H -4.165 0.630 3.661
H -2.419 0.390 3.244
H -3.152 1.967 3.066
C 0.753 5.907 3.394
C -0.491 5.939 3.985
C -1.276 4.803 3.898
N -0.933 3.698 3.250
C 0.290 3.668 2.735
C 1.154 4.747 2.750
H 1.436 6.746 3.316
H -0.847 6.851 4.443
H -2.244 4.762 4.391
H 0.611 2.754 2.249
H 2.111 4.686 2.251
C 0.130 -3.502 -5.010
C 1.454 -3.463 -4.632
C 1.777 -2.901 -3.407
N 0.895 -2.280 -2.627
C -0.359 -2.271 -3.022
C -0.797 -2.891 -4.187
H -0.152 -4.015 -5.921
H 2.268 -3.856 -5.228
H 2.791 -2.864 -3.025
H -1.062 -1.644 -2.486
H -1.831 -2.782 -4.492
C 5.494 2.461 0.824
C 5.208 1.838 -0.386
C 4.050 1.105 -0.515
N 3.198 0.933 0.498
C 3.472 1.537 1.649
C 4.599 2.315 1.865
H 6.417 3.019 0.907
H 5.833 2.053 -1.244
H 3.768 0.606 -1.434
H 2.732 1.356 2.423
H 4.755 2.675 2.874
C 1.065 -7.664 0.692
C -0.021 -8.327 1.242
C -1.202 -7.627 1.419
N -1.387 -6.366 1.055
C -0.358 -5.756 0.509
C 0.892 -6.343 0.333
H 1.996 -8.184 0.507
H -0.002 -9.379 1.493
H -2.083 -8.118 1.820
H -0.495 -4.753 0.119
H 1.708 -5.729 -0.026
C -4.220 0.123 -3.518
C -4.356 0.615 -2.229
C -3.215 1.034 -1.562
N -2.016 1.119 -2.131
C -1.888 0.691 -3.377
C -2.967 0.179 -4.099
H -5.059 -0.310 -4.045
H -5.326 0.687 -1.756
H -3.290 1.523 -0.595
H -0.908 0.661 -3.842
H -2.791 -0.229 -5.087
Cl -0.717 0.744 1.158
C -0.030 -0.580 0.194
Cl -0.504 -2.141 0.929
H -0.513 -0.577 -0.772
H 1.042 -0.452 0.124
*
```

# 3
The following is a quantum chemistry calculation of a structure of composition C28H33KN2O4PSbSe2Si, from the Open Molecules 2025 dataset.

Output
Frontier orbital gap in eV: 5.136
Relative energy (zero: lowest compared OMol25 entry of this formula, charge and spin) in kcal per mole: 0.0

Geometry as ORCA input:
```
! RIJCOSX wB97M-V def2-TZVPD def2/J DEFGRID3
* xyz -2 1
K -0.533 0.806 0.170
O -5.874 1.500 3.640
C -5.135 0.633 4.282
O -5.424 0.211 5.389
C -3.908 0.151 3.593
C -3.056 -0.770 4.157
N -2.069 -0.978 3.269
N -2.210 -0.244 2.161
C -3.319 0.456 2.331
C -3.741 1.448 1.263
O -4.856 2.012 1.450
O -2.960 1.619 0.325
H -5.450 1.735 2.702
H -3.107 -1.263 5.111
H -1.247 -1.550 3.362
Se 1.334 0.483 -2.651
P -0.038 -0.958 -3.438
Se -1.301 -1.916 -2.018
C 0.938 -2.236 -4.323
C 0.665 -2.662 -5.617
C 1.431 -3.666 -6.201
C 2.469 -4.253 -5.497
C 2.747 -3.831 -4.201
C 1.989 -2.828 -3.624
C -1.006 -0.223 -4.813
C -2.333 -0.584 -5.017
C -3.045 -0.055 -6.086
C -2.434 0.836 -6.956
C -1.110 1.204 -6.751
C -0.400 0.681 -5.681
H -0.148 -2.213 -6.175
H 1.209 -3.988 -7.212
H 3.062 -5.036 -5.954
H 3.557 -4.281 -3.641
H 2.210 -2.478 -2.624
H -2.798 -1.267 -4.316
H -4.082 -0.332 -6.230
H -2.992 1.254 -7.785
H -0.635 1.912 -7.419
H 0.623 0.982 -5.491
C 2.515 1.233 4.520
Si 1.796 1.694 2.777
C 3.116 3.023 2.286
C 0.331 2.815 3.335
C 0.237 4.180 3.034
C -0.885 4.934 3.363
C -1.957 4.345 4.018
C -1.893 2.994 4.334
C -0.774 2.252 3.989
H 2.713 2.128 5.122
H 3.456 0.684 4.415
H 1.829 0.595 5.085
H 3.266 3.761 3.084
H 2.846 3.557 1.371
H 4.078 2.539 2.093
H 1.056 4.670 2.520
H -0.925 5.985 3.096
H -2.842 4.921 4.259
H -2.731 2.514 4.827
H -0.766 1.190 4.215
C 2.368 -3.818 0.246
Sb 1.835 -1.870 1.069
C 2.873 -2.265 2.927
C 3.532 -0.868 0.221
H 3.444 -3.997 0.276
H 2.021 -3.883 -0.784
H 1.862 -4.600 0.814
H 3.873 -2.657 2.737
H 2.324 -2.979 3.542
H 2.948 -1.320 3.460
H 4.448 -1.319 0.606
H 3.482 0.176 0.525
H 3.502 -0.924 -0.865
*
```

# 4
The following is a quantum chemistry calculation of a structure of composition C28H33N10OTl in a non-equilibrium geometry, from the Open Molecules 2025 dataset.

Output
Frontier orbital gap in eV: 8.415

Geometry as ORCA input:
```
! RIJCOSX wB97M-V def2-TZVPD def2/J DEFGRID3
* xyz 2 1
Tl 0.254 -0.814 0.322
C 2.137 -0.854 3.224
C 0.752 -1.410 3.552
N -0.313 -0.763 2.769
C -0.590 0.615 3.176
C 0.351 1.606 2.534
C 0.685 2.800 3.161
C 1.565 3.661 2.524
C 2.102 3.298 1.300
C 1.704 2.095 0.726
C 2.220 1.667 -0.628
N 2.265 0.214 -0.775
C 3.508 -0.370 -0.254
C 3.552 -0.331 1.274
N 2.385 -1.017 1.802
N 0.831 1.301 1.336
H 2.878 -1.387 3.834
H 2.199 0.207 3.480
H 0.568 -1.301 4.628
H 0.739 -2.471 3.297
H -1.157 -1.309 2.906
H -0.540 0.722 4.267
H -1.608 0.874 2.870
H 0.270 3.053 4.125
H 1.843 4.596 2.984
H 2.807 3.939 0.795
H 3.213 2.112 -0.783
H 1.555 2.075 -1.398
H 2.193 -0.038 -1.758
H 4.379 0.165 -0.649
H 3.558 -1.407 -0.593
H 3.543 0.704 1.627
H 4.487 -0.793 1.614
H 2.473 -2.011 1.595
C -3.149 -1.487 0.083
N -1.945 -2.244 0.419
C -1.692 -3.310 -0.545
C -1.147 -2.720 -1.804
N -0.463 -1.595 -1.883
C -0.113 -1.450 -3.215
C 0.601 -0.470 -3.897
C 0.795 -0.642 -5.254
C 0.290 -1.749 -5.941
C -0.435 -2.726 -5.293
C -0.625 -2.555 -3.931
N -1.281 -3.323 -2.998
C -2.919 -0.015 0.142
N -1.756 0.592 0.048
C -2.032 1.952 0.053
C -1.236 3.088 -0.068
C -1.840 4.325 0.028
C -3.218 4.467 0.213
C -4.037 3.361 0.284
C -3.427 2.121 0.195
N -3.947 0.849 0.237
H -4.002 -1.749 0.719
H -3.434 -1.721 -0.951
H -2.027 -2.658 1.342
H -2.592 -3.903 -0.758
H -0.939 -3.981 -0.123
H 0.974 0.406 -3.392
H 1.355 0.093 -5.809
H 0.473 -1.842 -6.999
H -0.842 -3.578 -5.815
H -1.737 -4.205 -3.176
H -0.180 3.027 -0.254
H -1.234 5.216 -0.039
H -3.649 5.450 0.291
H -5.104 3.449 0.407
H -4.929 0.617 0.288
O 2.060 -4.228 -1.260
C 1.551 -3.491 -0.521
N 1.029 -2.798 0.294
*
```

# 5
The following is a quantum chemistry calculation of a structure of composition C28H33N2O2PSSeV, from the Open Molecules 2025 dataset.

Output
Frontier orbital gap (alpha / beta) in eV: 7.626 / 6.507

Geometry as ORCA input:
```
! RIJCOSX wB97M-V def2-TZVPD def2/J DEFGRID3
* xyz 1 3
V -1.329 -0.923 1.275
O -0.664 -0.274 3.314
N -1.951 0.042 3.886
C -2.311 1.251 3.706
C -1.744 2.510 3.156
C -2.198 3.631 3.855
C -1.823 4.915 3.500
C -1.013 5.106 2.394
C -0.577 4.008 1.669
C -0.911 2.707 2.037
P -0.245 1.358 1.016
C -0.070 1.990 -0.667
C -1.216 2.016 -1.466
C -1.132 2.444 -2.781
C 0.094 2.835 -3.307
C 1.233 2.806 -2.517
C 1.154 2.387 -1.196
C 1.451 1.138 1.648
C 2.121 -0.033 1.283
C 3.398 -0.290 1.756
C 4.019 0.614 2.606
C 3.358 1.775 2.979
C 2.080 2.038 2.505
H -0.335 -0.962 3.914
H -3.291 1.387 4.159
H -2.867 3.490 4.695
H -2.186 5.758 4.071
H -0.731 6.104 2.084
H 0.033 4.163 0.787
H -2.166 1.703 -1.052
H -2.022 2.472 -3.396
H 0.159 3.164 -4.336
H 2.186 3.111 -2.928
H 2.046 2.358 -0.582
H 1.636 -0.738 0.619
H 3.909 -1.199 1.462
H 5.015 0.414 2.978
H 3.837 2.481 3.645
H 1.576 2.945 2.812
C 1.362 -1.055 -2.378
C 1.438 -2.584 -2.347
C 0.982 -3.144 -3.701
C 2.899 -3.000 -2.139
C 0.653 -3.201 -1.166
N -0.801 -1.459 -0.186
H 1.933 -0.681 -3.231
H 1.794 -0.614 -1.478
H 0.340 -0.685 -2.471
H 1.706 -2.868 -4.469
H 0.018 -2.751 -4.017
H 0.923 -4.235 -3.680
H 3.523 -2.610 -2.944
H 3.001 -4.088 -2.130
H 3.287 -2.613 -1.194
Se -3.572 -0.067 0.872
O -1.563 -2.888 1.662
S -1.559 -3.841 0.465
C -0.769 -2.708 -0.879
C -1.772 -2.798 -2.032
C -3.177 -2.788 -1.462
C -3.197 -3.783 -0.314
H 0.621 -4.286 -1.315
H 1.223 -3.032 -0.246
H -1.591 -3.729 -2.574
H -1.602 -1.971 -2.720
H -3.914 -3.064 -2.215
H -3.433 -1.792 -1.104
H -3.359 -4.803 -0.667
H -3.916 -3.564 0.475
*
```

# 6
The following is a quantum chemistry calculation of an isolated molecule of C28H33N3O2S, from the Open Molecules 2025 dataset.

Output
Structure (SMILES): Cc1cccc(CCN(C(=O)Cc2cccs2)[C@H](C(=O)NC2CCCCC2)c2cccnc2)c1
Frontier orbital gap in eV: 9.556
Relative energy (zero: lowest compared OMol25 entry of this formula, charge and spin) in kcal per mole: 0.0

Geometry as ORCA input:
```
! RIJCOSX wB97M-V def2-TZVPD def2/J DEFGRID3
* xyz 0 1
C -4.868 -3.687 0.372
C -3.740 -3.111 1.174
C -3.676 -3.288 2.550
C -2.624 -2.763 3.278
C -1.622 -2.051 2.642
C -1.664 -1.869 1.267
C -0.612 -1.058 0.564
C -1.169 0.347 0.274
N -0.319 1.125 -0.603
C -0.213 0.913 -1.933
O 0.716 1.369 -2.584
C -1.326 0.124 -2.609
C -2.641 0.816 -2.465
C -2.900 2.148 -2.556
C -4.266 2.462 -2.370
C -5.029 1.365 -2.144
S -4.097 -0.080 -2.152
C 0.668 2.010 0.017
C 1.807 1.128 0.572
O 1.942 0.842 1.744
N 2.596 0.678 -0.415
C 3.671 -0.271 -0.216
C 4.969 0.272 -0.813
C 6.106 -0.727 -0.618
C 5.753 -2.068 -1.254
C 4.460 -2.614 -0.658
C 3.319 -1.619 -0.851
C 0.034 2.957 1.002
C 0.717 3.442 2.111
C 0.082 4.347 2.947
C -1.207 4.746 2.637
N -1.860 4.308 1.573
C -1.255 3.443 0.783
C -2.725 -2.403 0.548
H -4.605 -4.685 0.022
H -5.769 -3.768 0.975
H -5.076 -3.069 -0.498
H -4.458 -3.839 3.054
H -2.586 -2.904 4.348
H -0.805 -1.634 3.211
H 0.277 -0.971 1.189
H -0.328 -1.543 -0.373
H -2.167 0.264 -0.160
H -1.264 0.885 1.219
H -1.054 0.054 -3.667
H -1.385 -0.888 -2.208
H -2.139 2.882 -2.754
H -4.657 3.463 -2.402
H -6.085 1.305 -1.972
H 1.088 2.611 -0.803
H 2.367 0.923 -1.372
H 3.780 -0.391 0.867
H 5.218 1.224 -0.340
H 4.820 0.453 -1.881
H 7.022 -0.333 -1.061
H 6.283 -0.868 0.451
H 6.565 -2.780 -1.094
H 5.631 -1.937 -2.331
H 4.202 -3.564 -1.130
H 4.601 -2.797 0.409
H 2.404 -2.006 -0.399
H 3.135 -1.470 -1.918
H 1.719 3.110 2.327
H 0.584 4.736 3.820
H -1.745 5.452 3.256
H -1.830 3.119 -0.076
H -2.769 -2.265 -0.524
*
```

# 7
The following is a quantum chemistry calculation of a structure of composition C28H33N3O4 in a non-equilibrium geometry, from the Open Molecules 2025 dataset.

Output
Frontier orbital gap in eV: 8.212
Relative energy (zero: lowest compared OMol25 entry of this formula, charge and spin) in kcal per mole: 544.6

Geometry as ORCA input:
```
! RIJCOSX wB97M-V def2-TZVPD def2/J DEFGRID3
* xyz 0 1
C 2.756 1.672 -3.626
C 2.744 1.038 -2.331
H 3.333 0.218 -2.283
H 2.982 1.722 -1.589
O 1.276 0.481 -2.190
C 0.372 1.537 -1.518
O 0.695 2.636 -1.223
C -0.924 1.142 -1.358
C -1.589 -0.039 -1.686
N -2.677 -0.173 -0.925
C -2.944 1.223 -0.150
C -1.881 1.905 -0.459
H -1.548 2.574 -0.015
C -4.066 1.506 0.600
C -4.539 2.717 0.264
C -5.718 3.169 1.178
C -6.321 2.203 1.953
C -5.963 1.011 2.169
C -4.697 0.703 1.367
H -4.506 -0.366 1.744
H -6.509 0.403 2.666
H -7.353 2.822 2.570
H -5.978 4.334 0.958
H -4.050 3.433 -0.105
C -3.634 -1.066 -1.212
H -3.502 -1.663 -1.975
H -4.633 -1.041 -0.804
C -3.293 -2.173 0.038
C -2.079 -3.054 -0.091
O -1.880 -3.859 -1.048
N -0.920 -2.606 0.516
C -0.853 -1.850 1.569
H -1.729 -1.274 1.923
C 0.233 -0.889 1.428
N 1.486 -1.458 1.135
C 2.707 -0.376 1.190
C 2.645 0.819 1.080
C 3.777 1.577 1.568
C 5.010 0.988 1.269
C 4.970 -0.314 1.258
C 4.000 -1.261 1.279
H 3.853 -2.187 1.310
H 5.934 -1.003 1.163
O 6.062 1.636 1.326
C 7.288 1.266 1.200
H 7.724 0.583 0.332
H 8.173 1.930 1.367
H 7.691 0.395 2.167
H 3.763 2.725 1.266
H 1.545 1.401 1.322
C 1.407 -2.208 -0.077
H 2.363 -2.681 -0.306
C 0.534 -3.276 0.169
H 0.279 -4.079 -0.492
H 0.783 -3.994 1.251
H 1.103 -1.580 -0.698
H 0.352 -0.239 2.296
H -0.165 -0.091 0.698
H -0.513 -2.323 2.596
H -3.951 -3.115 0.248
H -3.320 -2.014 0.994
C -1.115 -1.034 -2.571
H -1.826 -0.935 -3.554
H -0.326 -0.811 -2.929
H -1.145 -2.169 -2.292
H 3.785 1.833 -3.883
H 2.344 0.885 -4.414
H 2.179 2.711 -3.625
*
```